60
Properties=species:S:1:pos:R:3 method="wB97M-V/def2-TZVPD" homo_ev=-1.457 gap_ev=5.753 total_charge=-2 de_lowest_ev=0.572
Pd 1.2530 -0.1113 -0.3425
O 0.8789 -0.7347 1.5789
N 1.5801 0.0118 2.3477
C 1.1434 0.1772 3.5691
C -0.0262 -0.4686 4.1103
N -0.9264 -1.0131 4.5757
C 1.9045 1.0318 4.4342
N 2.4871 1.7130 5.1575
C -2.9012 -1.6752 1.9440
C -3.8534 -1.7298 0.7561
C -3.2054 -2.2708 -0.5323
C -4.2303 -2.2455 -1.6738
C -3.6711 -2.7356 -3.0028
C -2.7989 -3.7097 -0.2888
O -3.6139 -4.5993 -0.0792
N -1.4703 -3.9447 -0.3163
C -0.4302 -2.9907 -0.5256
O 0.7066 -3.4255 -0.4171
N -0.7462 -1.7167 -0.8341
C -2.0296 -1.3329 -0.8842
O -2.3604 -0.1829 -1.1910
H -3.3927 -1.2591 2.8233
H -2.0308 -1.0513 1.7352
H -2.5373 -2.6700 2.2126
H -4.2151 -0.7259 0.5247
H -4.7160 -2.3636 0.9823
H -4.5677 -1.2129 -1.7719
H -5.0772 -2.8658 -1.3702
H -2.8249 -2.1223 -3.3187
H -4.4315 -2.6899 -3.7858
H -3.3302 -3.7714 -2.9308
H -1.1467 -4.8752 -0.0984
Te 3.3614 -1.5835 -0.3822
C 4.9257 -0.1775 -0.5417
C 6.2593 -0.3999 -0.3062
C 7.0751 0.7460 -0.5177
C 6.3501 1.8332 -0.9098
S 4.6860 1.4428 -1.0295
H 6.6383 -1.3585 0.0222
H 8.1480 0.7613 -0.3754
H 6.7023 2.8293 -1.1274
C -1.8449 3.9646 -0.8115
C -1.1434 2.6533 -1.1304
S -0.0991 2.0822 0.2225
O -0.8548 2.3203 1.4968
C 1.1983 3.3318 0.1722
C 2.1016 3.2308 1.3860
H -2.7262 4.0753 -1.4455
H -1.2047 4.8330 -0.9735
H -2.1735 3.9712 0.2291
H -0.4854 2.6895 -1.9990
H -1.8383 1.8301 -1.2739
H 0.6964 4.3008 0.1331
H 1.7301 3.1399 -0.7623
H 1.5297 3.3695 2.3041
H 2.8725 4.0027 1.3392
H 2.5950 2.2601 1.4346
O 2.8089 -0.1489 -3.2264
N 1.9670 0.7007 -3.2109
O 1.3045 0.8604 -2.1047